{
  "formula": "C30H76N2O9",
  "method": "wB97M-V/def2-TZVPD",
  "species": ["C", "C", "C", "C", "C", "C", "N", "O", "C", "C", "C", "H", "H", "H", "H", "H", "H", "H", "H", "H", "H", "H", "H", "H", "H", "H", "H", "H", "H", "H", "C", "C", "C", "C", "C", "C", "N", "O", "C", "C", "C", "H", "H", "H", "H", "H", "H", "H", "H", "H", "H", "H", "H", "H", "H", "H", "H", "H", "H", "H", "O", "H", "H", "O", "H", "H", "O", "H", "H", "C", "C", "C", "O", "H", "H", "H", "H", "H", "H", "H", "H", "C", "C", "C", "O", "H", "H", "H", "H", "H", "H", "H", "H", "C", "C", "C", "O", "H", "H", "H", "H", "H", "H", "H", "H", "C", "C", "C", "O", "H", "H", "H", "H", "H", "H", "H", "H"],
  "coordinates": [[4.2052, 2.2327, 0.8482], [2.8518, 1.9517, 1.5046], [3.0750, 1.1711, 2.7780], [3.5881, 2.0183, 3.9363], [2.5643, 3.0963, 4.2480], [2.2849, 4.0440, 3.0500], [2.1331, 3.1602, 1.8236], [1.8333, 3.8287, 0.6250], [0.9495, 4.6580, 3.4675], [3.4031, 5.2099, 2.9455], [2.0351, 1.0469, 0.5065], [4.9018, 2.8275, 1.4391], [4.0006, 2.8205, -0.0467], [4.7039, 1.3149, 0.5367], [2.1656, 0.6318, 3.0432], [3.8315, 0.4015, 2.6242], [4.4723, 2.5464, 3.5794], [3.9220, 1.5426, 4.8584], [2.8086, 3.7016, 5.1210], [1.6747, 2.5681, 4.5910], [0.1425, 3.9611, 3.6937], [1.1386, 5.2353, 4.3726], [0.5988, 5.1863, 2.5809], [3.4069, 5.6948, 1.9694], [3.1972, 6.0579, 3.5986], [4.4591, 4.9772, 3.0830], [2.3689, 0.0100, 0.4682], [1.9688, 1.3089, -0.5495], [0.9858, 0.9951, 0.7970], [0.9612, 3.4988, 0.3967], [-2.5820, -1.3713, 3.6707], [-1.2340, -1.8022, 2.9915], [-0.5745, -2.5163, 4.1815], [0.5532, -3.4079, 3.7436], [0.1767, -4.2546, 2.5756], [-0.4036, -3.5525, 1.3558], [-1.4703, -2.6953, 1.8781], [-2.1696, -2.0608, 0.8383], [0.6434, -2.7549, 0.5044], [-1.0856, -4.6282, 0.4260], [-0.4086, -0.5624, 2.7271], [-2.3274, -0.7673, 4.5416], [-3.1528, -2.2174, 4.0531], [-3.2193, -0.8684, 2.9432], [0.0155, -1.8227, 4.7806], [-1.2271, -3.1276, 4.8048], [0.9820, -3.9488, 4.5872], [1.3640, -2.7952, 3.3495], [-0.5585, -4.9050, 3.0496], [0.9728, -4.9523, 2.3154], [1.3234, -3.4139, -0.0356], [0.2975, -2.1251, -0.3153], [1.4030, -2.2063, 1.0612], [-1.5031, -4.1815, -0.4764], [-0.4429, -5.4639, 0.1494], [-1.8919, -5.2535, 0.8093], [-0.2219, 0.0170, 3.6313], [-0.8353, 0.1220, 1.9938], [0.5391, -0.8438, 2.2681], [-1.5619, -1.4155, 0.4696], [0.0677, 1.6806, -3.1381], [0.0165, 2.4900, -2.6297], [-0.4487, 1.8580, -3.9243], [-2.3326, 0.2795, -3.5295], [-1.9718, 0.0839, -4.3942], [-2.5032, 1.2212, -3.5479], [-1.1202, -0.1106, -1.0168], [-1.4124, 0.2951, -1.8330], [-0.1913, -0.2928, -1.1584], [2.7094, -0.5338, -5.0356], [3.3074, -0.2146, -3.6744], [3.7751, 1.2248, -3.5225], [2.2344, -0.3656, -2.7555], [2.2710, -1.5312, -5.0006], [3.5452, -0.5450, -5.7351], [1.9396, 0.1743, -5.3425], [4.1360, -0.9017, -3.5029], [4.1081, 1.3696, -2.4948], [3.0284, 1.9628, -3.8153], [4.6006, 1.4645, -4.1927], [1.4599, 0.1514, -2.9885], [-0.3180, -2.4202, -3.2599], [-0.4436, -3.4782, -4.2888], [-0.8181, -4.8251, -3.7480], [-1.4548, -3.0247, -5.1290], [0.6705, -2.4400, -2.8009], [-1.1388, -2.4560, -2.5436], [-0.4502, -1.4056, -3.6359], [0.5485, -3.5268, -4.7377], [-1.7917, -4.8707, -3.2599], [-0.0404, -5.0860, -3.0302], [-0.6395, -5.6101, -4.4827], [-2.2755, -2.9288, -4.6403], [-2.1531, 2.8788, 1.7920], [-2.1048, 3.6485, 0.4851], [-1.5067, 5.0451, 0.5797], [-1.3245, 2.8771, -0.3208], [-2.4264, 1.8303, 1.6743], [-2.8525, 3.4109, 2.4368], [-1.2304, 2.8665, 2.3721], [-3.1071, 3.5806, 0.0622], [-0.4757, 5.0996, 0.9292], [-2.0406, 5.5782, 1.3664], [-1.6177, 5.6984, -0.2857], [-1.6655, 1.9860, -0.2143], [-4.2918, -2.3437, -1.7436], [-4.9567, -2.0402, -3.1291], [-5.7953, -0.8410, -3.1090], [-3.9846, -1.8833, -4.1392], [-3.9367, -3.3741, -1.7273], [-5.0388, -2.3225, -0.9501], [-3.5835, -1.6557, -1.2820], [-5.5099, -2.9274, -3.4374], [-6.6865, -1.0700, -2.5247], [-6.1023, -0.5754, -4.1206], [-5.1720, -0.0172, -2.7610], [-3.5379, -1.0606, -3.9267]],
  "mulliken_charge": [-2.012, 2.425, -0.724, -1.021, -1.227, 1.230, 1.093, -0.627, -1.901, -1.795, -2.348, 0.291, 0.433, 0.414, -0.131, 0.535, 0.349, 0.376, 0.511, 0.336, 0.349, 0.532, 0.330, 0.382, 0.475, 0.317, 0.447, 0.761, -0.198, 0.129, -2.249, 2.004, -1.180, -0.612, -1.629, 2.304, -0.084, -0.296, -1.537, -1.833, -0.475, 0.406, 0.529, 0.306, 0.312, 0.440, 0.482, 0.125, 0.355, 0.462, 0.628, -0.159, 0.315, 0.050, 0.452, 0.420, 0.858, -0.576, -0.331, 0.150, 1.390, -0.301, -0.747, 2.284, -0.324, -0.937, -0.055, -0.070, -0.264, -1.307, 0.532, -1.124, -0.079, 0.115, 0.517, 0.245, 0.419, 0.063, 0.211, 0.500, -0.386, -0.403, 0.077, -1.278, -0.585, 0.408, 0.163, -0.258, 0.337, 0.226, 0.325, 0.402, 0.374, -1.445, 0.718, -1.196, -0.206, 0.483, 0.542, -0.023, 0.287, -0.008, 0.438, 0.410, -0.261, -0.763, 0.416, -1.517, -0.615, 0.160, 0.558, -0.204, 0.415, 0.430, 0.358, 0.208, -0.019],
  "orbital_gap_ev": [2.6, 8.4],
  "homo_energy_ev": [-0.32, -6.16],
  "energy_ha": -1975.1371,
  "spin_multiplicity": 2,
  "fmax_ev_per_a": 3.04,
  "total_charge": -1
}